Record 1
Density functional theory data (ωB97M-V/def2-TZVPD) for a structure of composition C21H21N5O3Ti.

Results
- ΔE to the lowest compared entry with this formula, charge and spin: 0.0000 eV
- Charge: 0
- Multiplicity: 3
- E_tot: -58827.715 eV

Each line ends with the natural charge from an NBO analysis.
Element x y z (Å)
1 Ti -5.106 9.276 9.963  1.483
2 O -6.880 10.079 9.858  -0.725
3 C -7.944 10.154 10.662  0.421
4 C -9.106 10.833 10.251  -0.291
5 C -10.080 11.167 11.160  -0.167
6 C -9.984 10.639 12.466  -0.271
7 C -8.989 9.802 12.866  -0.151
8 C -7.956 9.472 11.960  -0.224
9 C -6.981 8.461 12.295  0.174
10 N -5.884 8.155 11.609  -0.485
11 C -5.118 7.005 12.185  -0.232
12 C -3.723 6.985 11.621  -0.227
13 N -3.534 8.292 10.937  -0.597
14 C -2.362 8.664 10.510  0.022
15 C -2.002 9.980 10.072  -0.218
16 C -0.827 10.234 9.364  -0.208
17 C -0.447 11.530 9.107  -0.278
18 C -1.239 12.602 9.492  -0.240
19 C -2.473 12.398 10.118  -0.297
20 C -2.920 11.073 10.278  0.347
21 O -4.187 10.848 10.564  -0.735
22 H -9.095 11.134 9.202  0.218
23 H -10.937 11.828 10.975  0.217
24 H -10.787 10.904 13.158  0.207
25 H -9.035 9.366 13.839  0.209
26 H -7.248 7.942 13.205  0.172
27 H -5.607 6.047 11.959  0.196
28 H -5.054 7.070 13.270  0.192
29 H -3.590 6.149 10.895  0.168
30 H -3.001 6.836 12.412  0.195
31 H -1.606 7.884 10.366  0.150
32 H -0.234 9.379 9.022  0.196
33 H 0.509 11.764 8.617  0.200
34 H -0.873 13.618 9.315  0.199
35 H -3.169 13.218 10.316  0.211
36 C -3.554 6.817 6.326  -0.418
37 N -3.795 8.256 6.463  -0.392
38 C -3.345 9.201 5.565  0.090
39 C -3.678 10.519 5.721  -0.336
40 C -4.435 10.909 6.836  0.456
41 N -4.737 9.964 7.746  -0.567
42 C -4.473 8.651 7.570  0.767
43 O -4.802 7.847 8.536  -0.673
44 N -4.840 12.174 7.038  -0.739
45 H -3.650 6.489 5.280  0.210
46 H -4.307 6.293 6.950  0.257
47 H -2.555 6.564 6.683  0.216
48 H -2.710 8.773 4.756  0.231
49 H -3.295 11.243 4.995  0.236
50 H -4.749 12.795 6.223  0.401
51 H -5.577 12.325 7.718  0.431

Atoms 1-2, force components in eV/Å:
-0.7 0.3 0.9
-1.5 -0.4 0.8

=====

Record 2
Density functional theory data (ωB97M-V/def2-TZVPD) for a structure of composition C9H19N5OPdS4.

Results
- ΔE to the lowest compared entry with this formula, charge and spin: 0.1834 eV
- Charge: -2
- Multiplicity: 1
- E_tot: -65961.592 eV

Each line ends with the natural charge from an NBO analysis.
Element x y z (Å)
1 Pd 0.090 0.106 -1.869  0.289
2 S 0.860 -2.372 -2.032  -0.431
3 C -0.710 -1.989 -1.353  -0.561
4 S -0.725 -1.170 0.181  -0.364
5 S -2.152 -2.384 -2.190  -0.425
6 C -3.334 0.981 -1.158  -0.441
7 N -2.414 1.496 -2.168  -0.656
8 C -1.107 1.813 -1.724  0.147
9 N -1.096 2.448 -0.450  -0.876
10 S 0.093 2.240 -2.909  -0.369
11 H -4.241 0.646 -1.662  0.187
12 H -3.601 1.782 -0.466  0.174
13 H -2.920 0.129 -0.606  0.232
14 H -2.334 0.836 -2.932  0.387
15 H -1.412 1.783 0.251  0.375
16 H -0.139 2.685 -0.212  0.401
17 C 3.393 -0.092 -0.958  -0.437
18 N 2.859 0.614 0.194  -0.423
19 C 2.639 -0.163 1.393  -0.431
20 C 2.295 1.825 0.054  0.532
21 O 1.740 2.469 0.939  -0.699
22 H 4.443 -0.358 -0.783  0.158
23 H 3.325 0.534 -1.847  0.235
24 H 2.806 -0.992 -1.150  0.254
25 H 3.591 -0.533 1.787  0.162
26 H 1.979 -1.005 1.163  0.245
27 H 2.158 0.472 2.133  0.224
28 H 2.381 2.210 -0.972  0.144
29 C 1.211 -0.153 -7.124  -0.384
30 N 1.182 -0.648 -5.755  -0.477
31 C -0.171 -0.887 -5.255  -0.418
32 C 2.178 -0.192 -5.001  0.476
33 N 3.134 0.187 -4.475  -0.450
34 H 0.663 -0.849 -7.761  0.187
35 H 2.241 -0.088 -7.473  0.201
36 H 0.743 0.836 -7.211  0.181
37 H -0.615 -1.582 -5.971  0.176
38 H -0.750 0.041 -5.228  0.192
39 H -0.205 -1.348 -4.274  0.285

Atoms 1-2, force components in eV/Å:
-0.6 0.0 0.5
0.0 -0.1 -0.2

=====

Record 3
Density functional theory data (ωB97M-V/def2-TZVPD) for a cluster of 6 separate species, C21H48NO5 in total.

Results
- Charge: +1
- Multiplicity: 1
- E_tot: -34273.209 eV

Each line ends with the Mulliken charge.
Element x y z (Å)
1 C -5.203 1.773 0.155  0.212
2 C -4.253 2.550 0.136  -0.924
3 C -3.042 3.491 -0.218  0.573
4 C -2.455 3.362 -1.691  -0.173
5 N -2.849 4.314 -2.505  0.117
6 C -3.781 5.210 -1.755  -0.664
7 C -3.468 5.030 -0.211  -0.692
8 H -6.152 1.221 -0.102  0.375
9 H -2.178 3.363 0.500  0.090
10 H -1.726 2.553 -2.011  0.427
11 H -2.601 4.468 -3.492  0.194
12 H -3.828 6.306 -2.039  0.392
13 H -4.809 4.838 -2.097  0.329
14 H -4.318 5.198 0.511  0.397
15 H -2.561 5.693 -0.053  0.313
16 C 0.156 1.273 4.357  -1.201
17 C -0.128 1.798 2.960  0.528
18 C 1.009 1.470 2.005  -1.170
19 O -0.313 3.215 3.012  -0.569
20 H 1.061 1.730 4.770  0.353
21 H -0.662 1.525 5.036  0.339
22 H 0.285 0.188 4.353  0.205
23 H -1.059 1.363 2.587  0.275
24 H 1.943 1.935 2.336  0.320
25 H 0.797 1.863 1.006  0.273
26 H 1.164 0.391 1.931  0.324
27 H 0.505 3.609 3.341  0.356
28 C 0.004 3.597 -5.460  -0.890
29 C -1.051 2.669 -6.044  0.438
30 C -0.601 2.090 -7.375  -1.383
31 O -2.271 3.391 -6.227  -0.572
32 H 0.193 4.444 -6.127  0.378
33 H -0.338 4.016 -4.508  0.177
34 H 0.945 3.070 -5.291  0.193
35 H -1.256 1.857 -5.341  0.244
36 H -0.434 2.884 -8.109  0.367
37 H -1.372 1.435 -7.788  0.340
38 H 0.322 1.517 -7.265  0.357
39 H -2.100 4.112 -6.848  0.373
40 C 5.286 3.441 -2.941  -1.227
41 C 4.232 2.515 -3.526  0.325
42 C 4.683 1.935 -4.858  -1.238
43 O 3.013 3.239 -3.711  -0.524
44 H 5.477 4.287 -3.609  0.327
45 H 4.945 3.859 -1.991  0.314
46 H 6.227 2.912 -2.772  0.375
47 H 4.024 1.705 -2.824  0.263
48 H 4.853 2.730 -5.591  0.320
49 H 3.911 1.281 -5.272  0.301
50 H 5.605 1.361 -4.746  0.406
51 H 3.186 3.959 -4.331  0.347
52 C -0.197 -4.617 4.819  -1.220
53 C -0.883 -3.272 4.648  0.362
54 C -2.033 -3.360 3.656  -1.288
55 O 0.066 -2.308 4.189  -0.513
56 H 0.225 -4.964 3.872  0.314
57 H 0.634 -4.536 5.525  0.359
58 H -0.896 -5.373 5.185  0.343
59 H -1.257 -2.924 5.614  0.275
60 H -1.673 -3.663 2.668  0.315
61 H -2.510 -2.384 3.534  0.324
62 H -2.786 -4.078 3.988  0.378
63 H 0.404 -2.606 3.335  0.329
64 C 1.996 -8.814 3.231  -1.410
65 C 1.012 -8.106 4.148  0.626
66 C 0.411 -9.066 5.163  -1.313
67 O -0.032 -7.525 3.367  -0.542
68 H 1.499 -9.607 2.664  0.351
69 H 2.412 -8.115 2.501  0.344
70 H 2.818 -9.256 3.799  0.373
71 H 1.518 -7.290 4.670  0.234
72 H -0.140 -9.868 4.661  0.337
73 H -0.302 -8.547 5.807  0.312
74 H 1.186 -9.515 5.789  0.373
75 H -0.487 -8.238 2.901  0.325

Atoms 1-2, force components in eV/Å:
0.4 1.2 -1.1
0.4 -0.4 -1.4

=====

Record 4
Density functional theory data (ωB97M-V/def2-TZVPD) for a structure of composition C19H15IO3Pd.

Results
- ΔE to the lowest compared entry with this formula, charge and spin: 0.7511 eV
- Charge: 0
- Multiplicity: 1
- E_tot: -37668.215 eV

Each line ends with the natural charge from an NBO analysis.
Element x y z (Å)
1 Pd -0.369 -0.397 0.403  0.736
2 I -2.797 -0.365 -0.535  0.348
3 C -3.446 0.349 1.328  -0.145
4 C -4.765 0.378 1.665  -0.240
5 C -5.133 0.931 2.908  -0.211
6 C -4.183 1.452 3.737  -0.169
7 C -2.811 1.433 3.390  -0.074
8 C -1.824 1.970 4.245  -0.193
9 C -0.509 1.922 3.886  -0.192
10 C -0.108 1.321 2.675  -0.277
11 C -1.032 0.770 1.816  -0.096
12 C -2.417 0.847 2.159  -0.065
13 H -5.522 -0.009 0.996  0.224
14 H -6.177 0.947 3.191  0.221
15 H -4.468 1.890 4.685  0.216
16 H -2.130 2.417 5.182  0.212
17 H 0.247 2.339 4.540  0.215
18 H 0.942 1.293 2.421  0.232
19 C 1.219 -7.171 1.469  -0.255
20 O 2.212 -6.367 2.079  -0.486
21 C 2.184 -5.039 1.825  0.355
22 C 3.253 -4.309 2.411  -0.325
23 C 3.309 -2.969 2.215  -0.106
24 C 2.344 -2.254 1.448  -0.360
25 C 2.480 -0.850 1.301  0.588
26 C 3.660 -0.122 1.907  -0.708
27 O 1.688 -0.111 0.658  -0.691
28 C 1.257 -3.000 0.849  0.478
29 O 0.327 -2.500 0.145  -0.756
30 C 1.224 -4.413 1.082  -0.389
31 H 1.469 -8.199 1.716  0.198
32 H 1.222 -7.043 0.384  0.182
33 H 0.226 -6.932 1.858  0.180
34 H 3.992 -4.840 2.993  0.224
35 H 4.128 -2.423 2.662  0.206
36 H 4.610 -0.541 1.578  0.233
37 H 3.629 -0.185 2.996  0.233
38 H 3.605 0.921 1.607  0.235
39 H 0.398 -4.943 0.633  0.220

Atoms 1-2, force components in eV/Å:
0.1 -1.0 0.1
0.1 -0.1 0.4

=====

Record 5
Density functional theory data (ωB97M-V/def2-TZVPD) for a cluster of 2 separate species, C2H2BrF3O in total.

Results
- ΔE to the lowest compared entry with this formula, charge and spin: 0.5223 eV
- Charge: 0
- Multiplicity: 1
- E_tot: -82348.254 eV

Each line ends with the natural charge from an NBO analysis.
Element x y z (Å)
1 C 0.160 -0.356 0.476  0.332
2 C 1.394 0.283 -0.162  0.887
3 O -0.059 -1.559 0.399  -0.468
4 F 1.975 0.724 0.986  -0.330
5 F 2.245 -0.504 -0.786  -0.284
6 F 1.051 1.334 -0.858  -0.297
7 Br -3.461 0.533 -0.484  -0.207
8 H -0.377 0.299 1.187  0.160
9 H -2.927 -0.753 -0.758  0.208

Atoms 1-2, force components in eV/Å:
-0.4 -3.5 -0.1
-0.6 -0.3 2.0

=====

Record 6
Density functional theory data (ωB97M-V/def2-TZVPD) for a cluster of 2 separate species, C10H16 in total.

Results
- ΔE to the lowest compared entry with this formula, charge and spin: 0.7684 eV
- Charge: 0
- Multiplicity: 1
- E_tot: -10628.975 eV

Each line ends with the natural charge from an NBO analysis.
Element x y z (Å)
1 C -1.058 -2.288 2.630  -0.634
2 C -1.736 0.461 0.090  -0.198
3 C -1.794 -0.757 0.765  -0.218
4 C -1.046 1.499 0.679  -0.233
5 C -1.077 -0.945 1.945  -0.021
6 C -0.403 1.373 1.907  -0.201
7 C -0.358 0.112 2.489  -0.208
8 H -2.270 0.555 -0.838  0.215
9 H -2.217 -1.657 0.331  0.209
10 H -1.191 2.508 0.298  0.210
11 H 0.073 2.207 2.404  0.215
12 H -0.022 -2.619 2.729  0.222
13 H -1.524 -3.085 2.040  0.212
14 H 0.103 0.035 3.465  0.207
15 H -1.649 -2.292 3.546  0.223
16 C 1.178 0.670 -2.728  -0.417
17 C 0.749 -0.602 -2.021  -0.611
18 C 2.433 1.331 -2.133  -0.615
19 H 1.157 0.521 -3.811  0.203
20 H 0.420 1.427 -2.659  0.198
21 H 1.090 -1.469 -2.564  0.203
22 H 3.322 1.349 -2.772  0.209
23 H 2.238 2.297 -1.667  0.209
24 H -0.316 -0.655 -1.850  0.211
25 H 1.090 -0.706 -0.986  0.208
26 H 2.807 0.730 -1.290  0.204

Atoms 1-2, force components in eV/Å:
-0.2 -0.5 -0.7
-0.2 -0.8 0.7

=====

Question: Which of these has the highest multiplicity?
Answer: C21H21N5O3Ti